(1)
The following is a DFT calculation (wB97M-V/def2-TZVPD) of the molecule C3H9PS at a distorted geometry.

**Energy above the lowest of the compared OMol25 structures with the same formula, charge and spin**: 33.8 kcal per mole
**Highest occupied orbital energy**: -8.6 eV
**M**: 108.15 g mol⁻¹
**SMILES**: CS[C@@H](C)P
**Largest force on an atom**: 3.54 eV/Å
**Kohn-Sham gap**: 0.3528 Eh

Structure (XYZ):
```
14
Properties=species:S:1:pos:R:3:forces:R:3:nbo_charge:R:1
C -0.31587 -1.34427 0.38862 2.33 0.77 -0.63 -0.629
C 2.12879 1.19758 -0.29200 -3.13 0.56 -1.55 -0.699
C -0.58255 0.00400 -0.26711 0.50 0.66 1.20 -0.591
P -2.38478 0.51930 -0.10457 -0.71 -1.33 -0.15 0.301
S 0.43289 1.35414 0.45196 0.06 0.10 0.31 0.140
H -0.34604 -1.24354 1.51157 -0.05 -0.50 -1.34 0.230
H 0.69570 -1.73774 -0.03194 -1.53 0.48 1.21 0.204
H -1.08241 -1.88774 -0.08830 -0.83 -1.71 0.29 0.212
H 2.78558 1.18881 0.47952 2.07 0.00 2.21 0.216
H 2.20361 2.07660 -0.90225 0.47 0.40 -0.24 0.220
H 2.25654 0.34865 -0.91969 -0.09 -0.88 -0.36 0.216
H -0.24996 0.04841 -1.28441 -0.38 -0.39 -0.86 0.227
H -2.46902 0.33034 1.29861 0.20 0.23 0.02 -0.024
H -3.07248 -0.85455 -0.24002 1.09 1.60 -0.11 -0.022
```
Positions in Å, forces in eV/Å.

=====

(2)
The following is a DFT calculation (wB97M-V/def2-TZVPD) of the molecule C3H9PS at a distorted geometry.

**Energy above the lowest of the compared OMol25 structures with the same formula, charge and spin**: 0.0 kcal per mole
**Highest occupied orbital energy**: -8.5 eV
**M**: 108.15 g mol⁻¹
**SMILES**: CP(C)(C)=S
**Largest force on an atom**: 3.62 eV/Å
**Kohn-Sham gap**: 0.3388 Eh

Structure (XYZ):
```
14
Properties=species:S:1:pos:R:3:forces:R:3:nbo_charge:R:1
C -0.27640 -1.67908 -0.33778 0.97 2.36 -1.06 -0.927
C -0.55237 0.63905 1.42460 3.08 1.74 -0.76 -0.963
C 0.35959 1.11067 -1.26951 -2.46 -1.60 1.21 -0.974
P 0.63354 -0.00695 0.15827 -1.83 -1.80 0.54 1.268
S 2.42600 -0.38242 0.76217 0.39 0.18 -0.05 -0.592
H 0.32067 -2.44044 0.20518 -0.95 0.27 -0.37 0.261
H -1.39933 -1.60328 -0.23806 1.39 -0.40 0.22 0.233
H -0.01543 -1.65747 -1.43494 -0.37 -0.74 0.98 0.220
H 0.02107 1.01133 2.26268 0.39 0.31 0.13 0.251
H -1.02460 1.48577 0.96978 -0.98 0.18 0.04 0.230
H -1.10043 -0.11597 1.83665 -2.05 -1.90 0.56 0.239
H 0.56396 0.43123 -2.12503 0.48 1.38 0.09 0.255
H -0.81690 1.13983 -1.18278 2.20 0.57 -0.58 0.231
H 0.86062 2.06774 -1.03124 -0.26 -0.56 -0.94 0.267
```
Positions in Å, forces in eV/Å.

=====

Question: Which value of highest occupied orbital energy does entry 1 give?
Answer: -8.6 eV